{
  "formula": "C13H25BF2IrN6O2PS2",
  "method": "ωB97M-V/def2-TZVPD",
  "homo_ev": [-10.58, -11.29],
  "s_squared": 8.787,
  "orbital_gap_ev": [7.836, 5.302],
  "multiplicity": 6,
  "de_lowest_kj_mol": 265.8,
  "charge": 1,
  "e_lumo_ev": [-2.74, -5.99],
  "max_force_ev_per_a": 2.588,
  "elements": ["Ir", "S", "C", "S", "C", "C", "N", "C", "N", "C", "C", "C", "C", "C", "N", "H", "H", "H", "H", "H", "H", "H", "H", "H", "C", "P", "C", "C", "O", "H", "H", "H", "H", "H", "H", "H", "H", "H", "F", "B", "F", "N", "H", "H", "H", "N", "C", "N", "O", "H", "H", "H", "H"],
  "coordinates": [[-0.093900, 0.181600, -0.054300], [2.025500, 0.055900, 1.663500], [1.623200, 1.643400, 2.150500], [0.265600, 2.352100, 1.381400], [2.380400, 2.334000, 3.101000], [3.541100, 1.772700, 3.657100], [4.493000, 1.316400, 4.109200], [2.009600, 3.622400, 3.515000], [1.680200, 4.669000, 3.851000], [-3.552000, 2.382300, -3.491500], [-2.426100, 3.309200, -3.008400], [-3.000200, 4.474400, -2.190300], [-1.618200, 3.843300, -4.200600], [-1.547100, 2.540400, -2.168700], [-0.835600, 1.919800, -1.514600], [-4.211000, 2.939200, -4.153100], [-4.135500, 2.012700, -2.651900], [-3.153800, 1.527700, -4.033500], [-3.647100, 5.072500, -2.828100], [-2.209000, 5.117900, -1.811900], [-3.587300, 4.107800, -1.352000], [-2.273600, 4.428300, -4.841800], [-1.201700, 3.027500, -4.786700], [-0.809800, 4.489500, -3.865300], [1.242900, -3.449800, 1.990200], [0.581100, -3.446700, 0.290100], [-1.180500, -3.915000, 0.409000], [1.409500, -4.803700, -0.599800], [0.784800, -2.134300, -0.400700], [1.060400, -4.402700, 2.478700], [0.768800, -2.642800, 2.544700], [2.312700, -3.255200, 1.948800], [-1.300700, -4.877200, 0.898200], [-1.594200, -3.961500, -0.596200], [-1.711900, -3.146900, 0.967500], [1.232900, -5.744900, -0.087400], [2.476800, -4.603300, -0.642000], [1.016300, -4.859600, -1.611500], [-3.070500, -1.184600, -0.181100], [-1.961400, -0.828800, -0.847600], [-2.116800, -1.135300, -2.131500], [1.730600, 0.434600, -1.560900], [1.434100, 0.093200, -2.468200], [2.480100, -0.160300, -1.222500], [2.076000, 1.383400, -1.663200], [-1.152200, -1.209100, 4.298900], [-1.605300, -0.911800, 3.057100], [-2.850400, -1.322800, 2.762900], [-0.862500, -0.354600, 2.243300], [-1.776900, -1.508900, 5.027800], [-0.266500, -0.824400, 4.582200], [-3.463400, -1.722300, 3.450800], [-3.227300, -1.112300, 1.855600]],
  "atomic_forces_ev_per_a": [[0.3, -0.4, -0.4], [-0.2, 0.7, 0.2], [-1.2, -1.3, -1.9], [0.5, -0.4, 0.3], [0.5, 0.5, 0.6], [-0.1, 0.0, 0.0], [0.5, -0.2, 0.2], [0.0, -0.1, 0.0], [-0.2, 0.6, 0.2], [0.1, 0.0, 0.1], [-0.6, 0.6, -0.6], [0.0, 0.0, 0.0], [0.0, 0.0, 0.0], [0.7, -0.5, 0.5], [-0.3, 0.1, -0.1], [0.0, 0.1, 0.0], [-0.1, 0.0, 0.1], [0.0, 0.0, -0.1], [0.0, 0.0, -0.1], [0.1, 0.0, 0.0], [0.0, 0.0, 0.1], [-0.1, 0.0, 0.0], [0.0, 0.0, -0.1], [0.1, 0.0, 0.0], [-0.2, 0.1, -0.7], [-0.2, -1.1, 0.6], [0.7, 0.3, -0.1], [-0.3, 0.5, 0.3], [0.1, 0.7, -0.3], [0.0, -0.1, 0.1], [-0.1, 0.0, 0.1], [0.1, 0.0, 0.0], [0.0, -0.1, 0.1], [0.0, 0.0, -0.1], [0.0, 0.0, 0.1], [0.0, -0.1, 0.0], [0.1, 0.0, 0.0], [0.0, 0.0, -0.1], [0.1, 0.1, 0.6], [0.1, 0.3, 0.2], [0.6, 0.2, -0.4], [-0.3, 0.0, 0.4], [0.0, 0.0, -0.1], [0.0, 0.0, 0.0], [-0.1, 0.0, 0.0], [0.1, -0.1, 0.4], [0.2, -0.1, 0.1], [-0.4, -0.1, -0.1], [-0.2, 0.0, 0.0], [0.0, 0.0, 0.0], [-0.1, 0.0, -0.1], [0.1, 0.0, 0.0], [0.0, 0.1, -0.1]]
}

{
  "formula": "C4H8N2O",
  "method": "ωB97M-V/def2-TZVPD",
  "homo_ev": -9.18,
  "orbital_gap_ev": 10.149,
  "smiles": "[H]/N=N/CCC(C)=O",
  "de_lowest_kj_mol": 244.3,
  "e_lumo_ev": 0.97,
  "max_force_ev_per_a": 1.707,
  "elements": ["H", "N", "N", "C", "C", "C", "C", "O", "H", "H", "H", "H", "H", "H", "H"],
  "coordinates": [[3.664730, 0.239992, 1.179031], [2.708824, 0.041613, 0.846106], [2.279092, 0.980185, 0.171545], [0.896044, 0.766233, -0.367892], [0.265108, -0.548627, 0.073405], [-1.065659, -0.522323, -0.692767], [-2.275069, -0.215051, 0.152274], [-1.137856, -0.826226, -1.859129], [0.343322, 1.647262, -0.029212], [1.024762, 0.820652, -1.452947], [0.883551, -1.374052, -0.277339], [0.121428, -0.565719, 1.152646], [-2.097754, 0.666719, 0.761386], [-3.145779, -0.060292, -0.478074], [-2.464745, -1.050367, 0.820966]],
  "atomic_forces_ev_per_a": [[-0.2, 0.4, -0.3], [-0.5, -0.1, -0.2], [0.2, -0.1, 0.1], [1.5, -0.1, 0.8], [-0.6, 0.7, -1.1], [0.0, -1.3, 0.8], [-0.1, 0.3, -0.5], [0.1, 0.3, 0.0], [-0.1, -0.1, -0.1], [-0.2, 0.0, 0.1], [-0.1, 0.0, 0.2], [0.1, -0.1, -0.1], [0.0, 0.1, 0.2], [-0.1, 0.0, 0.0], [0.1, -0.1, 0.1]]
}

{
  "formula": "C2H2ClN",
  "method": "ωB97M-V/def2-TZVPD",
  "homo_ev": -9.30,
  "orbital_gap_ev": 9.564,
  "smiles": "C#CNCl",
  "de_lowest_kj_mol": 276.4,
  "e_lumo_ev": 0.26,
  "max_force_ev_per_a": 3.837,
  "elements": ["C", "C", "N", "Cl", "H", "H"],
  "coordinates": [[0.151849, 0.984407, 1.055034], [-0.057759, -0.042086, 0.459563], [-0.457341, -0.816768, -0.548007], [-0.134250, -0.063902, -2.056362], [0.480574, 1.673449, 1.680026], [0.016928, -1.735099, -0.590255]],
  "atomic_forces_ev_per_a": [[-0.9, -3.2, -1.6], [0.0, 1.5, 0.2], [0.3, -2.0, -0.4], [0.0, 0.2, -0.8], [1.1, 2.8, 2.3], [-0.5, 0.7, 0.2]]
}